Formula: C20H38Cl12O4S
Source: OMol25
Level of theory: ωB97M-V with the def2-TZVPD basis set

LUMO energy = 0.30 eV
Gap between HOMO and LUMO = 9.87 eV
Energy above the lowest of the compared OMol25 structures with the same formula, charge and spin = 53.3 kcal/mol
Molecular weight = 800.02 u
Multiplicity = 1

Atoms and positions in Å:
1 C 0.575 -1.490 -2.601
2 C 0.447 -2.597 -3.646
3 C -0.752 -2.220 -4.516
4 S -0.523 -0.435 -4.823
5 O -1.720 0.357 -4.658
6 O 0.245 -0.340 -6.039
7 C 0.544 -0.144 -3.315
8 H 1.448 -1.649 -1.978
9 H -0.296 -1.550 -1.943
10 H 0.328 -3.608 -3.263
11 H 1.369 -2.554 -4.234
12 H -1.699 -2.356 -3.994
13 H -0.761 -2.720 -5.481
14 H 0.111 0.662 -2.735
15 H 1.505 0.191 -3.706
16 O -0.742 -0.794 0.966
17 C -0.956 0.386 0.948
18 O -0.513 1.172 -0.041
19 C -0.964 2.556 0.115
20 C -1.891 2.513 1.314
21 C -1.592 1.201 2.042
22 H -1.502 2.805 -0.796
23 H -0.045 3.118 0.252
24 H -2.931 2.580 0.996
25 H -1.669 3.364 1.963
26 H -2.478 0.718 2.439
27 H -0.823 1.370 2.795
28 Cl 4.474 1.632 0.996
29 C 3.960 0.049 0.414
30 C 2.611 0.054 -0.256
31 Cl 2.663 1.064 -1.766
32 H 3.905 -0.651 1.251
33 H 4.738 -0.325 -0.250
34 H 1.875 0.463 0.436
35 H 2.244 -0.922 -0.560
36 Cl -3.434 -2.695 -1.461
37 C -2.890 -2.907 0.225
38 C -2.557 -4.361 0.566
39 Cl -1.415 -5.044 -0.589
40 H -3.705 -2.548 0.853
41 H -2.076 -2.196 0.359
42 H -3.492 -4.917 0.597
43 H -2.128 -4.408 1.565
44 Cl -2.936 1.604 -1.641
45 C -3.885 2.607 -0.564
46 C -4.791 1.754 0.328
47 Cl -3.878 0.766 1.516
48 H -4.555 3.210 -1.179
49 H -3.278 3.301 0.014
50 H -5.345 1.111 -0.352
51 H -5.504 2.391 0.845
52 Cl -0.495 0.012 5.291
53 C 1.075 -0.631 4.733
54 C 2.109 0.483 4.661
55 Cl 1.862 1.609 3.294
56 H 0.911 -1.144 3.792
57 H 1.440 -1.282 5.525
58 H 3.072 -0.013 4.518
59 H 2.173 0.937 5.648
60 Cl 1.042 -4.037 3.672
61 C 1.792 -4.496 2.146
62 C 1.227 -3.596 1.049
63 Cl 1.967 -3.922 -0.514
64 H 1.646 -5.558 1.977
65 H 2.856 -4.290 2.244
66 H 1.414 -2.539 1.252
67 H 0.140 -3.623 1.005
68 Cl 2.150 4.773 1.101
69 C 2.239 4.660 -0.658
70 C 2.871 5.940 -1.200
71 Cl 3.082 5.896 -2.989
72 H 1.258 4.521 -1.104
73 H 2.847 3.809 -0.961
74 H 3.846 6.169 -0.788
75 H 2.160 6.755 -1.104

=====

Formula: C56H40BrF4IrNO3P3
Source: OMol25
Level of theory: ωB97M-V with the def2-TZVPD basis set

LUMO energy = -5.91 eV
Gap between HOMO and LUMO = 7.50 eV
Energy above the lowest of the compared OMol25 structures with the same formula, charge and spin = 0.0 kcal/mol
Molecular weight = 1215.98 u
Multiplicity = 1
Total charge = +2

Atoms and positions in Å:
1 Ir -0.888 0.025 0.062
2 O -4.279 1.516 -0.438
3 C -3.427 1.499 0.435
4 O -2.152 1.680 0.186
5 C -3.782 1.320 1.869
6 C -4.923 1.925 2.374
7 C -5.207 1.842 3.729
8 C -4.367 1.137 4.577
9 C -3.251 0.488 4.070
10 C -2.946 0.586 2.712
11 P -1.522 -0.344 2.104
12 C -1.612 -1.905 2.953
13 C -0.886 -2.145 4.115
14 C -1.049 -3.352 4.778
15 C -1.928 -4.304 4.279
16 C -2.653 -4.059 3.117
17 C -2.500 -2.856 2.450
18 C -0.062 0.653 2.001
19 C 1.236 0.017 2.288
20 C 2.362 0.652 2.608
21 C 2.370 2.102 2.933
22 C 1.077 3.879 2.571
23 C 0.120 3.322 1.680
24 H -5.573 2.465 1.700
25 H -6.090 2.323 4.124
26 H -4.594 1.070 5.632
27 H -2.632 -0.108 4.727
28 H -0.188 -1.406 4.487
29 H -0.490 -3.552 5.681
30 H -2.054 -5.243 4.800
31 H -3.339 -4.805 2.739
32 H -3.061 -2.657 1.542
33 H 1.264 -1.058 2.240
34 H 3.272 0.081 2.735
35 H 3.176 2.321 3.633
36 H 1.210 4.931 2.789
37 H -0.038 4.769 0.125
38 F 4.507 1.404 -6.035
39 C 3.604 1.578 -5.088
40 C 3.879 2.385 -4.001
41 F 5.047 3.001 -3.904
42 C 2.925 2.547 -3.007
43 F 3.259 3.356 -1.992
44 C 1.700 1.902 -3.045
45 P 0.372 2.073 -1.787
46 C -0.500 3.490 -2.555
47 C 0.180 4.710 -2.648
48 C -0.422 5.793 -3.262
49 C -1.698 5.668 -3.801
50 C -2.366 4.458 -3.724
51 C -1.769 3.368 -3.102
52 C 1.035 2.895 -0.298
53 C 2.168 2.750 0.387
54 C 2.381 3.190 1.805
55 C 1.028 2.604 3.458
56 C -0.112 2.094 2.483
57 C -0.148 3.709 0.337
58 C 1.434 1.112 -4.168
59 Br -0.238 0.290 -4.392
60 C 2.369 0.951 -5.172
61 F 2.116 0.188 -6.226
62 H 1.177 4.815 -2.237
63 H 0.106 6.734 -3.329
64 H -2.162 6.515 -4.285
65 H -3.354 4.355 -4.152
66 H -2.276 2.421 -3.062
67 H 3.025 2.276 -0.079
68 H 3.222 3.874 1.904
69 H 0.838 2.590 4.525
70 H -1.056 2.355 2.996
71 H -1.094 3.319 -0.028
72 O -2.693 0.462 -2.296
73 N -2.068 -0.560 -1.601
74 C -2.279 -1.668 -2.193
75 C -1.757 -2.988 -1.879
76 C -2.443 -4.035 -2.497
77 C -2.034 -5.347 -2.344
78 C -0.897 -5.613 -1.601
79 C -0.199 -4.576 -0.997
80 C -0.624 -3.254 -1.099
81 P 0.383 -1.911 -0.373
82 C 1.373 -2.882 0.838
83 C 2.765 -2.805 0.864
84 C 3.496 -3.537 1.790
85 C 2.851 -4.364 2.694
86 C 1.468 -4.466 2.660
87 C 0.733 -3.732 1.744
88 C 1.640 -1.549 -1.638
89 C 1.824 -2.348 -2.763
90 C 2.924 -2.144 -3.586
91 C 3.866 -1.176 -3.266
92 C 3.685 -0.376 -2.146
93 C 2.561 -0.539 -1.353
94 H -3.330 0.900 -1.659
95 H -2.955 -1.609 -3.042
96 H -3.305 -3.807 -3.111
97 H -2.582 -6.147 -2.820
98 H -0.537 -6.627 -1.498
99 H 0.703 -4.815 -0.453
100 H 3.298 -2.186 0.161
101 H 4.574 -3.468 1.787
102 H 3.421 -4.940 3.410
103 H 0.956 -5.129 3.344
104 H -0.340 -3.854 1.716
105 H 1.121 -3.133 -3.003
106 H 3.057 -2.759 -4.465
107 H 4.740 -1.047 -3.889
108 H 4.420 0.378 -1.897
109 H 2.419 0.073 -0.467

=====

Q: Which of these has the highest molecular weight?
A: C56H40BrF4IrNO3P3